1.
This record from the Open Molecules 2025 dataset describes a cluster of 9 separate species, C20H44O34S9 in total in a non-equilibrium geometry. The level of theory is wB97M-V/def2-TZVPD.

Properties
lowest unoccupied orbital energy (spin up / spin down) = -3.606 / -9.987 eV
gap between HOMO and LUMO (spin up / spin down) = 0.3259 / 0.0914 Eh
net charge = +1
⟨S²⟩ = 0.7562
multiplicity = 2

Structure (XYZ):
```
107
Properties=species:S:1:pos:R:3:forces:R:3
O 0.608400 0.776331 1.351262 0.0 0.3 -0.6
S -0.571940 0.340811 0.645002 -0.7 -1.2 -0.3
O -1.851600 0.831841 1.145772 1.2 -0.6 -0.9
O -0.526710 0.629291 -0.984458 -1.3 0.1 3.2
C 0.610520 1.115201 -1.631178 2.1 -0.5 -2.3
C 1.547760 -0.061769 -1.987118 -0.6 0.1 0.3
C -0.522460 -1.495199 0.574612 0.1 1.2 -0.4
H 1.207300 1.913261 -1.189528 -0.6 0.0 0.8
H 0.205980 1.535931 -2.551738 0.0 0.0 -0.1
H 0.962220 -0.849639 -2.460948 -0.1 -0.1 0.0
H 1.951620 -0.462639 -1.057438 0.3 -0.1 -0.1
H 2.348640 0.179391 -2.686078 0.0 0.3 0.2
H 0.259180 -1.699629 -0.157058 -0.1 -0.1 0.0
H -1.489720 -1.819889 0.191102 0.2 -0.2 0.2
H -0.206210 -1.913219 1.530302 -0.4 0.3 0.0
O 1.183560 8.374081 -6.167378 0.7 -2.1 1.0
S 1.335560 7.612481 -4.939398 0.7 1.1 -0.2
O 0.611960 8.193391 -3.829028 0.7 -1.3 -0.2
O 0.886350 5.982651 -5.166648 0.3 2.7 0.0
C 0.752860 5.308111 -3.924248 1.8 -0.7 1.1
C 1.824460 4.166631 -3.791588 -1.2 0.4 1.0
C 3.256990 7.556041 -4.451778 -0.6 0.3 0.1
H -0.249730 4.969691 -3.662718 -0.2 -0.1 -1.0
H 0.963450 5.993291 -3.103098 0.0 0.2 -0.1
H 2.347610 3.808991 -4.678438 -0.4 0.2 -0.1
H 1.266190 3.370331 -3.299308 0.3 -0.5 -0.3
H 2.542860 4.468501 -3.029428 0.3 0.1 -0.3
H 3.548420 8.590871 -4.272098 -0.5 0.3 -0.7
H 3.933500 7.099101 -5.174018 -0.7 0.1 -0.5
H 3.584030 7.152851 -3.493348 -1.2 -0.7 0.2
C 1.370310 1.869081 4.646022 -0.8 0.2 -0.1
C 1.342220 0.818101 5.665452 1.1 -0.9 0.7
O 2.560680 0.826741 6.315122 0.3 0.4 0.5
S 3.212910 2.350901 6.269182 3.0 -0.6 0.8
O 4.667640 2.200401 6.286482 -4.1 0.7 -0.7
O 2.483860 3.114001 7.239962 0.5 -0.6 -1.5
O 2.541000 2.531941 4.745652 2.5 1.7 1.3
H 0.545540 2.578561 4.713022 -0.4 -0.1 -0.8
H 1.437470 1.240961 3.757742 -0.6 0.3 -1.3
H 1.301400 -0.172509 5.212562 -0.9 -0.6 0.4
H 0.567290 1.096051 6.379832 -0.9 -0.6 0.5
C -0.179850 -0.541789 -6.920318 -1.2 -0.7 -0.7
C -0.624600 0.310681 -5.772178 -0.3 1.0 -0.2
O 0.384380 1.295031 -5.709938 3.2 1.0 -0.4
S 1.890740 0.740231 -6.330458 0.0 1.6 0.0
O 2.841700 0.441711 -5.262738 -1.7 0.5 -1.6
O 2.354320 1.639141 -7.427288 -1.9 -2.8 3.0
O 1.213580 -0.653849 -6.759848 1.8 0.0 -0.2
H -0.384840 -0.117979 -7.903408 -0.1 0.5 0.1
H -0.673010 -1.513289 -6.953138 0.5 -0.2 0.4
H -0.706510 -0.121159 -4.774728 -0.1 -0.6 -0.3
H -1.515700 0.881901 -6.032458 -0.3 -0.3 0.2
C -2.620490 0.542561 4.545042 -0.6 -1.9 0.3
C -3.993890 1.103931 4.776452 0.2 2.3 -0.2
O -4.132290 1.393961 6.194022 0.5 -1.0 0.2
S -2.712170 1.470851 6.997832 -2.6 1.9 1.4
O -2.800300 0.471021 8.085132 1.2 2.2 -3.0
O -2.520100 2.929281 7.372592 0.4 -5.0 -1.6
O -1.834340 0.991871 5.631992 1.2 1.9 2.4
H -2.272560 0.838881 3.555472 0.5 0.2 0.3
H -2.527950 -0.536469 4.668442 -0.6 -0.2 -0.6
H -4.826330 0.631031 4.255392 0.0 -0.7 1.0
H -3.992230 2.102861 4.340282 0.0 0.2 -0.2
C 0.341220 -5.339939 5.127342 0.8 0.1 -1.9
C 0.134390 -5.668319 3.608552 -1.3 -1.4 1.2
O 0.096500 -4.428089 3.001542 -0.2 3.8 -0.1
S -0.508030 -3.220459 3.958682 -3.0 -2.8 -0.2
O -1.932720 -2.952119 3.670362 3.4 -0.5 0.8
O 0.391300 -2.121909 3.957902 0.4 0.3 0.1
O -0.411000 -4.103719 5.330492 0.3 0.4 -0.8
H 1.416540 -5.167509 5.082042 0.1 0.6 1.1
H 0.100400 -6.084169 5.886442 -0.4 0.3 -0.3
H -0.813600 -6.153449 3.376032 -0.1 -0.3 0.3
H 0.944400 -6.227589 3.140372 0.1 0.0 0.4
C 7.028030 -0.320139 -2.274418 2.5 -0.4 -1.1
C 5.610050 -0.172769 -1.915478 -0.4 1.5 0.7
O 5.261910 -1.314769 -1.237168 -0.3 -3.1 1.0
S 6.527330 -2.331909 -0.893158 -0.5 0.8 -0.4
O 6.539850 -3.454269 -1.805798 0.0 1.7 1.3
O 6.507540 -2.508399 0.531352 0.3 -0.1 -1.4
O 7.642630 -1.209429 -1.313538 -1.2 -1.2 0.9
H 7.585170 0.605751 -2.131528 -0.1 0.0 -0.5
H 7.237300 -0.793479 -3.233718 -0.2 0.4 -0.3
H 4.896800 0.017861 -2.717368 0.3 0.0 -0.2
H 5.605530 0.635481 -1.184168 -0.6 0.3 0.0
C -5.153780 -5.421819 2.331562 -2.4 1.1 -0.5
C -5.249260 -4.077779 1.620792 0.2 0.2 0.7
O -4.654540 -4.334869 0.390682 2.6 -0.9 -1.4
S -3.224360 -5.204909 0.678732 -2.2 -0.8 -0.4
O -2.208990 -4.302449 1.191122 -1.3 -1.6 -1.1
O -3.061980 -6.144599 -0.436108 0.1 2.4 2.8
O -3.920130 -6.044749 2.017192 1.0 1.4 -1.0
H -5.992550 -5.981979 1.918312 0.3 -0.6 -0.2
H -5.521850 -5.178119 3.328172 1.4 -0.8 0.9
H -4.740040 -3.253639 2.120372 0.4 -0.1 0.3
H -6.277320 -3.740329 1.489172 0.0 -0.4 -0.3
C -5.151170 -0.841379 -1.757418 -1.2 0.0 1.2
C -4.074720 0.238731 -1.574648 -1.1 -0.1 -0.4
O -3.408650 -0.001499 -2.775068 2.9 -0.4 -2.3
S -3.124910 -1.569809 -3.086778 -0.7 -0.2 -1.4
O -1.922590 -2.115189 -2.476618 -1.9 1.1 -0.5
O -3.311880 -1.790669 -4.531958 0.3 0.7 3.4
O -4.444470 -1.980689 -2.220158 1.5 -1.1 -0.4
H -5.959900 -0.686019 -2.471498 0.4 1.0 -0.4
H -5.722830 -1.109639 -0.868978 0.6 -0.3 0.4
H -3.391100 0.160331 -0.729298 -0.3 -0.3 0.2
H -4.403460 1.272671 -1.679508 -0.4 -0.2 0.3
```
Positions in Å, forces in eV/Å.

2.
This record from the Open Molecules 2025 dataset describes a structure of composition C14H41BMnNO8 in a non-equilibrium geometry. The level of theory is wB97M-V/def2-TZVPD.

Properties
lowest unoccupied orbital energy (spin up / spin down) = 2.407 / 2.403 eV
gap between HOMO and LUMO (spin up / spin down) = 0.2319 / 0.2343 Eh
net charge = -1
⟨S²⟩ = 8.7538
multiplicity = 6

Structure (XYZ):
```
66
Properties=species:S:1:pos:R:3:forces:R:3
Mn 1.081763 0.702692 -0.908365 1.5 1.7 2.3
C -1.690144 3.133883 -0.197257 -0.7 0.9 -0.4
C -0.276333 3.661554 -0.425054 0.9 -1.7 -1.1
O 0.767884 2.774532 -0.233042 -0.3 -0.1 -0.1
H -1.960936 3.056921 0.857126 0.0 -0.2 0.0
H -1.965554 2.222589 -0.731296 0.4 -0.2 0.1
H -2.304611 3.911320 -0.680695 -0.4 0.0 0.4
H -0.210132 4.611035 0.128764 0.3 0.0 0.2
H -0.248521 3.916966 -1.508416 -0.3 0.6 -0.2
C 2.730922 -0.763639 2.281010 -0.9 -0.6 1.1
C 3.557487 -0.148052 1.166474 -0.1 0.5 0.3
O 2.845196 0.689202 0.348453 -0.3 -0.7 -1.1
H 3.303900 -1.384134 2.985884 0.3 0.3 -0.1
H 1.912018 -1.433807 1.994055 0.3 0.0 -0.7
H 2.177791 -0.021977 2.869109 0.4 0.3 -0.1
H 4.128644 -0.987784 0.708321 -0.2 -0.1 -0.5
H 4.364759 0.447429 1.637620 0.1 -0.1 0.3
B -0.475359 -0.337579 0.466125 -1.2 -0.7 0.0
H 0.512606 -0.843898 0.189485 1.6 -1.1 -0.2
H -1.328718 -0.919334 -0.078977 -1.1 -0.7 -0.6
H -0.645699 -0.329636 1.609625 0.2 -0.3 1.2
H -0.506065 0.754711 0.136784 -0.4 1.6 -0.3
C 1.000786 -2.540526 -2.327528 -1.2 0.0 0.1
O 1.510401 -1.230053 -2.238348 0.8 0.3 -0.2
C 2.587021 -1.046930 -3.123286 1.2 0.0 -1.1
C 3.328357 0.323467 -3.079173 -0.9 -1.0 0.4
N 2.516666 1.383482 -2.487347 0.1 0.6 -1.1
C 1.624780 2.126952 -3.402582 -0.4 0.6 -0.3
C 0.311299 1.449669 -3.854202 1.4 -0.6 0.5
O -0.364181 0.966068 -2.696685 0.2 0.8 -0.6
C -1.538227 0.254728 -2.987204 -0.5 -0.3 -0.2
H -0.016861 -2.518715 -1.935030 0.1 0.1 0.2
H 1.538867 -3.287261 -1.744476 0.5 0.1 -0.1
H 0.901502 -2.834557 -3.376143 0.3 -0.1 -0.1
H 2.256545 -1.264778 -4.148916 -0.2 0.1 0.0
H 3.420773 -1.740147 -2.948703 -0.4 -0.5 0.3
H 3.719440 0.543442 -4.081720 -0.3 0.1 -0.1
H 4.203048 0.144453 -2.456848 -0.1 0.5 0.3
H 3.213345 2.080129 -2.237912 -0.5 0.0 1.0
H 2.242310 2.497855 -4.231940 -0.5 -0.3 -0.5
H 1.262181 3.036222 -2.915700 0.4 -0.1 0.6
H 0.549475 0.602508 -4.506706 -0.3 -0.1 -0.2
H -0.280527 2.194817 -4.383630 -0.2 0.0 -0.1
H -1.301308 -0.713615 -3.446851 0.0 0.0 0.2
H -2.201388 0.780697 -3.685623 0.2 0.3 0.0
H -2.084818 0.117361 -2.056991 0.2 -0.2 0.1
C -3.397423 0.562003 2.048799 0.6 -0.3 0.0
C -4.060263 -0.824233 2.061887 -0.9 0.9 0.0
O -4.853332 -0.959483 0.877829 0.3 -0.2 -0.1
O -2.351954 0.670656 2.999917 -0.4 0.0 0.1
H -4.085785 1.391048 2.213507 -0.3 -0.2 0.2
H -3.014117 0.720563 1.032862 0.2 -0.1 0.0
H -4.808212 -0.894770 2.855640 0.2 0.0 0.2
H -3.326874 -1.620446 2.208051 0.1 0.0 -0.3
H -4.300118 -0.678489 0.138579 0.0 -0.1 0.0
H -1.576032 0.239719 2.599976 -0.1 0.2 0.0
C -0.223841 -2.239809 3.829689 0.7 -1.1 1.7
C -1.377506 -2.485394 4.811929 -0.7 0.1 -1.5
O -1.202056 -1.840638 6.051065 0.2 0.0 0.3
O -0.405096 -2.993421 2.651772 -0.3 0.5 -0.3
H 0.632605 -2.682984 4.358124 0.3 0.4 -0.1
H -0.017061 -1.178394 3.708951 -0.2 0.1 -0.4
H -1.495601 -3.558326 4.977719 0.2 0.0 0.0
H -2.283556 -2.160142 4.283217 -0.1 0.1 0.3
H -1.808848 -1.102019 6.119191 0.0 0.1 -0.2
H -0.215284 -2.403700 1.909107 -0.2 0.0 -0.1
```
Positions in Å, forces in eV/Å.

3.
This record from the Open Molecules 2025 dataset describes a structure of composition C21H46CrF2O25PS3V in a non-equilibrium geometry. The level of theory is wB97M-V/def2-TZVPD.

Properties
lowest unoccupied orbital energy (spin up / spin down) = 0.215 / 0.165 eV
gap between HOMO and LUMO (spin up / spin down) = 0.2370 / 0.3206 Eh
⟨S²⟩ = 12.0379
multiplicity = 7

Structure (XYZ):
```
100
Properties=species:S:1:pos:R:3:forces:R:3
O 13.542090 13.803370 9.736920 1.4 0.2 0.3
V 13.838350 15.314390 10.164830 -1.7 -0.6 -1.8
Cr 11.668260 19.193570 8.248950 1.0 -0.4 0.3
O 13.951680 19.264210 11.896130 0.4 1.3 0.1
C 13.600690 18.656730 10.783610 -2.7 2.5 -4.3
O 13.195930 19.227620 9.755700 -0.9 2.7 -1.0
O 13.706650 17.462280 10.806100 1.3 -5.4 0.6
H 14.370020 18.405330 11.990540 1.7 -0.7 3.6
O 13.239010 16.011340 5.851400 -0.6 0.2 -1.0
C 13.047760 16.552490 7.044050 0.0 1.3 1.7
O 12.441940 17.677240 7.070620 -0.9 1.1 -0.9
O 13.455040 15.986810 8.011960 1.6 -1.6 2.5
H 12.695420 16.658380 5.395930 0.1 0.0 -1.6
O 11.778450 15.579530 10.453780 -3.1 1.7 0.0
P 10.662120 16.579470 10.306880 0.4 0.3 1.1
O 10.809460 17.868570 9.524340 -1.4 -2.6 1.1
F 10.314140 17.162350 11.807960 -0.2 -1.2 -1.9
F 9.207890 15.838990 9.883680 2.7 1.5 1.0
C 10.789730 11.489830 8.626060 -2.1 -0.6 2.6
C 11.501200 11.701500 7.358020 1.2 0.2 -2.4
C 11.416870 13.188570 7.031020 -1.0 1.2 1.6
O 10.975710 13.760390 8.297920 -0.4 0.4 -0.9
C 10.080330 12.819840 8.935450 1.7 1.3 -0.5
H 11.324770 11.151280 9.513320 0.9 0.6 -0.2
H 10.037140 10.701850 8.654350 -0.2 -0.2 -0.9
H 11.004370 11.155660 6.555950 0.3 -0.2 -0.1
H 12.573560 11.510820 7.315760 -0.1 -0.7 0.5
H 10.714420 13.430480 6.233430 -0.7 -0.2 -0.1
H 12.304790 13.743310 6.727740 0.4 -0.5 0.4
H 9.086580 13.012990 8.531400 -0.3 -0.7 -0.3
H 10.049890 13.128430 9.980410 0.1 -0.3 0.1
O 6.018160 10.053830 12.563980 1.9 3.0 0.5
S 6.738790 11.301680 12.959010 -0.1 -1.8 -0.2
O 8.167080 11.487420 12.634540 -2.8 -0.4 0.3
O 5.872520 12.609050 12.510340 0.3 -3.5 3.7
C 5.835290 12.890650 11.194360 0.0 2.8 -2.7
C 6.737450 14.129040 11.158240 -0.6 -0.6 -1.6
C 6.464220 11.563510 14.689320 -0.2 0.3 0.2
H 4.801910 13.113490 10.928700 -0.1 0.0 -0.1
H 6.199270 12.156860 10.475220 0.1 -0.5 0.4
H 6.724800 14.464720 10.121290 0.6 0.4 0.0
H 7.694650 13.714880 11.474990 0.3 0.7 -0.2
H 6.373310 14.938150 11.791360 0.1 -0.2 0.1
H 5.417390 11.374180 14.926820 0.1 -0.3 -0.3
H 6.628640 12.620630 14.898060 0.4 -0.1 0.0
H 7.105820 10.908110 15.278310 0.1 0.1 -0.2
O 9.790210 19.005090 7.203160 -2.1 -0.4 -1.2
S 8.663820 18.274890 6.591370 2.2 -0.7 -1.4
O 7.309060 18.407490 7.006170 0.2 0.2 0.8
O 8.673970 18.713700 5.012050 1.8 0.9 3.3
C 7.702760 18.106740 4.229670 -0.1 0.7 -2.4
C 7.973370 18.785070 2.787750 -0.8 -1.7 0.9
C 9.195340 16.512870 6.570410 -0.6 1.3 0.9
H 6.704580 18.305260 4.619960 0.0 0.1 -0.2
H 7.918610 17.041990 4.318050 -0.4 -0.2 -0.9
H 7.356050 19.659110 2.580210 0.0 -0.1 0.4
H 7.730410 18.028990 2.041150 -0.1 0.1 -0.2
H 9.024680 19.038860 2.651970 -0.1 -0.1 0.3
H 8.375580 15.883450 6.224100 0.3 0.1 -0.4
H 9.296760 16.320600 7.638510 0.1 -0.1 0.1
H 10.185330 16.436680 6.120720 -0.3 0.0 -0.2
O 13.325840 14.639470 14.685570 0.9 0.5 -2.0
S 14.254790 14.988120 13.621720 0.6 1.4 1.8
O 13.992990 14.881730 12.201820 -0.1 0.2 2.0
O 14.774590 16.546400 13.833960 -0.7 -1.2 -0.8
C 14.818420 17.123430 15.134170 -1.6 0.9 1.3
C 15.167540 18.613140 15.039260 1.2 -0.9 -0.2
C 15.810760 14.176930 13.840030 -0.7 -0.6 -0.8
H 15.377900 16.541310 15.866430 0.9 0.0 -0.4
H 13.843170 17.126270 15.620990 -0.5 -0.4 -0.5
H 16.151090 18.682520 14.574590 0.0 0.3 -0.2
H 15.305180 19.000950 16.048600 -0.3 0.0 0.0
H 14.448990 19.204700 14.471950 0.0 -0.2 0.1
H 16.465180 14.810340 13.241180 0.4 -0.3 0.3
H 15.600140 13.248270 13.309620 0.4 -0.2 -0.1
H 16.121240 13.927090 14.854560 -0.2 0.6 -0.1
C 4.582230 22.289570 11.914510 -0.7 -0.1 1.2
O 5.339130 21.545950 10.990870 2.2 -0.9 -0.8
C 6.344410 20.684580 11.392500 0.2 -0.5 0.6
O 6.673330 20.379200 12.522170 -1.0 1.0 -0.9
O 6.952990 20.141940 10.306460 -0.7 1.0 -0.4
C 7.848440 19.055610 10.555070 0.0 -1.0 1.5
H 3.795190 21.623300 12.267710 0.0 0.2 0.4
H 4.095450 23.160470 11.475550 0.2 -0.3 -0.8
H 5.123270 22.729450 12.752300 0.5 -0.6 0.1
H 7.262070 18.182880 10.842480 -0.2 -0.1 -0.1
H 8.491550 19.231810 11.417310 -0.2 0.3 -0.1
H 8.500220 18.730010 9.744350 -0.5 0.9 -0.5
C 10.512500 21.106580 11.468650 1.7 -0.6 -0.4
O 9.788860 22.016650 10.656660 -1.1 0.7 -3.1
C 9.943870 21.958930 9.296230 0.4 -0.8 -1.1
O 10.649730 21.149520 8.646960 -0.9 1.1 1.8
O 9.231400 22.906960 8.633170 0.4 -1.5 2.8
C 9.129210 22.957160 7.205130 0.5 0.3 0.2
H 10.479460 21.463940 12.497870 0.0 0.1 -0.3
H 11.514960 21.094820 11.040820 0.4 0.1 0.6
H 10.225770 20.055980 11.422510 -0.6 0.3 -0.2
H 9.938090 23.639610 6.944220 -0.3 0.0 -0.7
H 8.131390 23.368050 7.051420 0.3 0.1 -0.2
H 9.230430 22.013560 6.668960 0.1 -0.1 0.5
```
Positions in Å, forces in eV/Å.

| no. | molar mass (g mol⁻¹) |
| --- | --- |
| 1 | 1117.14 |
| 2 | 417.23 |
| 3 | 966.69 |